The following is a DFT calculation (the ωB97M-V functional and the def2-TZVPD basis) of C35H47BrN4P2Zn as an isolated structure in a non-equilibrium geometry.

XYZ file:
```
90
Properties=species:S:1:pos:R:3:mulliken_charge:R:1
N -7.247 5.741 -6.914 -0.56
C -6.855 6.305 -5.760 -0.32
C -6.091 5.648 -4.789 -0.37
C -5.686 4.309 -4.999 0.33
C -6.102 3.720 -6.217 -0.37
C -6.864 4.466 -7.118 -0.28
C -4.886 3.624 -3.984 -0.49
Zn 0.000 0.000 0.000 -0.90
P 6.212 -0.941 -1.059 0.38
C -3.681 3.024 -4.181 -0.33
C -2.862 2.337 -3.186 1.19
C -1.748 1.576 -3.615 -0.87
C -0.928 0.900 -2.704 -0.02
C -1.177 0.953 -1.315 0.22
C -2.293 1.713 -0.885 -0.11
C -3.115 2.387 -1.793 -0.91
Br 1.491 -1.206 1.673 -0.54
H -5.328 3.614 -2.980 0.35
H -3.248 3.043 -5.190 0.37
H -5.805 6.169 -3.868 0.37
H -5.835 2.687 -6.464 0.38
H -7.170 7.346 -5.597 0.35
H -7.189 4.012 -8.065 0.35
H -1.528 1.520 -4.689 0.37
H -3.968 2.961 -1.415 0.31
H -0.075 0.324 -3.083 0.67
H -2.523 1.779 0.185 0.32
P -0.456 -2.047 -1.018 0.81
C 5.623 0.839 -0.925 -0.47
C 6.672 1.861 -1.379 -1.13
H 5.294 1.045 0.113 0.50
H 4.723 0.914 -1.565 0.30
H 6.498 2.844 -0.906 0.35
H 7.695 1.542 -1.108 0.34
H 6.646 1.998 -2.474 0.31
C 5.345 -1.365 -2.672 0.08
C 5.985 -2.524 -3.447 -1.17
H 5.383 -0.442 -3.281 0.45
H 4.275 -1.573 -2.471 -0.22
H 5.698 -2.490 -4.514 0.36
H 7.087 -2.484 -3.389 0.36
H 5.663 -3.503 -3.051 0.32
C 5.044 -1.727 0.191 0.01
C 5.711 -2.099 1.522 -1.18
H 4.550 -2.606 -0.269 0.40
H 4.249 -0.980 0.377 -0.07
H 5.145 -2.896 2.038 0.33
H 6.743 -2.463 1.378 0.40
H 5.761 -1.225 2.195 0.31
C -0.394 -3.433 0.220 -0.31
C -1.546 -4.446 0.260 -1.25
H -0.322 -2.909 1.189 0.15
H 0.579 -3.933 0.052 0.56
H -2.475 -3.972 0.618 0.25
H -1.747 -4.906 -0.720 0.31
H -1.299 -5.258 0.968 0.41
C 0.657 -2.536 -2.426 -0.09
C 0.095 -2.530 -3.853 -1.29
H 1.012 -3.548 -2.163 0.58
H 1.548 -1.888 -2.338 -0.06
H -0.385 -3.493 -4.099 0.38
H -0.645 -1.730 -4.016 0.30
H 0.917 -2.379 -4.575 0.34
C -2.185 -1.945 -1.695 -0.81
C -3.326 -1.458 -0.793 -1.00
H -2.396 -2.971 -2.049 0.74
H -2.082 -1.335 -2.612 0.27
H -4.072 -0.877 -1.362 0.31
H -3.848 -2.287 -0.290 0.30
H -2.920 -0.794 -0.009 -0.07
N 0.455 1.014 10.656 -0.43
C 0.211 0.952 9.528 -0.03
C -0.095 0.867 8.123 0.46
C -1.406 1.070 7.678 -0.79
C -1.718 0.928 6.323 -0.35
C -0.716 0.617 5.391 0.38
C 0.603 0.423 5.840 -0.13
C 0.908 0.530 7.203 -0.87
N -1.050 0.368 4.016 0.23
C -2.017 -0.475 3.636 -0.55
C -1.890 -0.687 2.292 -0.57
N -0.885 0.075 1.789 0.64
C -0.388 0.712 2.888 -0.39
H -2.189 1.321 8.382 0.46
H -2.739 1.065 5.994 0.48
H 1.382 0.128 5.145 0.46
H 1.920 0.332 7.541 0.44
H -2.684 -1.004 4.306 0.47
H -2.452 -1.448 1.792 0.26
H 0.500 1.332 2.875 0.55
```

Values from the calculation:
Energy relative to the best compared isomer or geometry (same formula, charge and spin) (kcal per mole): 54.9
HOMO (spin up / spin down) (eV): -12.62 / -12.89
Net charge: +2

The following is a DFT calculation (the ωB97M-V functional and the def2-TZVPD basis) of one molecule with the formula C2H3NOS2 in a non-equilibrium geometry.

XYZ file:
```
9
Properties=species:S:1:pos:R:3:nbo_charge:R:1
O 2.316 -0.478 0.496 -0.33
N 1.113 -0.680 0.526 0.02
S 0.340 -1.870 1.258 0.11
C 0.288 0.203 -0.362 -0.21
C -1.157 0.403 -0.220 -0.49
S -0.114 1.823 0.323 0.16
H 0.556 0.130 -1.357 0.23
H -1.540 0.546 -1.249 0.23
H -1.802 -0.077 0.585 0.27
```

Values from the calculation:
Energy relative to the best compared isomer or geometry (same formula, charge and spin) (kcal per mole): 85.5
Structure (SMILES): [O-][N+](=S)[C@H]1CS1
HOMO (spin up / spin down) (eV): -9.29 / -9.29

The following is a DFT calculation (the ωB97M-V functional and the def2-TZVPD basis) of a 4-piece molecular cluster, C29H43F9I2O17P2 overall in a non-equilibrium geometry.

XYZ file:
```
102
Properties=species:S:1:pos:R:3:mulliken_charge:R:1
C -2.330 -3.280 2.335 -0.80
C -3.419 -2.435 3.056 0.15
C -2.854 -1.155 3.692 -1.18
C -2.807 0.110 2.806 0.06
O -3.768 0.097 1.764 -0.33
O -1.530 0.348 2.304 0.90
C -1.364 1.713 1.873 -1.58
C -0.358 2.319 2.894 -1.49
P 0.210 1.172 4.170 0.50
O 0.947 0.002 3.740 -0.64
O 1.216 2.073 5.071 -0.61
O -1.015 0.849 5.160 -0.54
C -0.801 1.804 0.388 1.92
O 0.496 1.234 0.573 0.53
C 1.410 0.891 -0.436 0.15
O 0.999 0.444 -1.696 0.17
C 0.645 1.378 -2.690 0.34
C 0.597 0.674 -4.075 -0.30
C 0.244 -0.805 -3.996 -1.33
O 1.776 0.893 -4.839 -0.63
P 2.954 2.076 -0.573 -0.61
C 3.890 1.617 -2.112 -0.83
C 2.531 3.842 -0.886 -1.41
C 2.076 -0.414 0.253 0.56
F 2.748 0.069 1.308 -0.33
F 1.179 -1.213 0.782 -0.17
C 3.109 -1.259 -0.557 0.30
F 2.978 -1.354 -1.856 -0.16
F 3.043 -2.516 -0.085 -0.31
F 4.329 -0.874 -0.269 -0.24
C -1.793 1.002 -0.460 -1.78
I -1.570 -1.137 -0.631 -0.06
C -2.852 1.461 -1.105 0.72
C -3.297 2.897 -1.056 -0.86
I -4.181 0.272 -2.306 -0.02
C -0.588 3.322 0.160 0.00
C -1.455 4.389 0.853 -1.92
F -0.469 3.689 -1.177 -0.42
H -2.706 -3.599 1.366 0.28
H -1.497 -2.611 2.133 -0.10
H -1.989 -4.104 2.950 0.32
H -3.745 -3.062 3.887 0.52
H -4.300 -2.289 2.435 -0.13
H -1.856 -1.398 4.046 0.25
H -3.450 -0.940 4.578 0.39
H -3.109 0.932 3.473 0.36
H -4.599 -0.106 2.210 -0.02
H -2.357 2.143 1.941 1.54
H -0.916 3.103 3.416 0.67
H 0.498 2.814 2.448 0.59
H 1.873 1.427 5.379 0.36
H -0.721 0.990 6.072 0.36
H 1.323 2.222 -2.824 -0.07
H -0.353 1.796 -2.578 0.03
H -0.212 1.133 -4.641 0.52
H 0.920 -1.387 -3.376 0.18
H -0.801 -0.932 -3.734 0.24
H 0.339 -1.188 -5.016 0.47
H 2.372 0.153 -4.667 0.34
H 3.336 0.952 -2.768 0.07
H 4.854 1.203 -1.836 0.46
H 4.102 2.512 -2.689 0.48
H 1.872 4.049 -1.725 0.39
H 3.476 4.316 -1.159 0.56
H 2.212 4.380 0.001 0.45
H -2.653 3.610 -1.557 0.04
H -3.513 3.150 -0.025 0.15
H -4.264 2.986 -1.546 0.65
H 0.397 3.527 0.563 0.44
H -0.889 4.946 1.596 0.32
H -1.740 5.130 0.112 0.48
H -2.371 4.068 1.334 0.45
C -7.916 -1.978 2.263 -0.42
C -7.832 -2.500 3.675 0.27
O -6.861 -1.649 4.260 -0.27
C -6.938 -0.457 3.601 0.74
O -6.458 0.556 3.987 -0.50
O -7.634 -0.585 2.443 -0.32
F -7.380 -3.775 3.710 -0.29
H -7.158 -2.423 1.615 0.28
H -8.895 -2.123 1.814 0.31
H -8.763 -2.431 4.241 0.30
C 3.298 -5.972 -0.650 -0.24
C 1.922 -5.866 -1.255 0.41
O 1.381 -7.153 -1.021 -0.35
C 1.981 -7.630 0.114 0.62
O 1.589 -8.550 0.743 -0.49
O 3.083 -6.895 0.421 -0.34
F 1.980 -5.649 -2.594 -0.29
H 4.026 -6.389 -1.348 0.29
H 3.667 -5.019 -0.279 0.12
H 1.282 -5.111 -0.795 0.30
C 6.826 1.652 -5.651 -0.41
C 7.709 1.009 -4.609 0.32
O 7.812 2.022 -3.624 -0.32
C 6.664 2.756 -3.701 0.75
O 6.297 3.509 -2.865 -0.49
O 5.997 2.503 -4.854 -0.31
F 8.943 0.739 -5.097 -0.29
H 7.399 2.257 -6.356 0.29
H 6.229 0.931 -6.204 0.26
H 7.293 0.106 -4.159 0.25
```

Values from the calculation:
HOMO (eV): -7.98

The following is a DFT calculation (the ωB97M-V functional and the def2-TZVPD basis) of C7H17IN2 as an isolated structure in a non-equilibrium geometry.

XYZ file:
```
27
Properties=species:S:1:pos:R:3:nbo_charge:R:1
C 0.806 2.645 -0.340 -0.61
C 1.814 -1.417 1.689 -0.64
C 1.086 -0.369 -1.260 -0.62
C -2.913 -1.680 -0.953 -0.44
C -0.196 1.466 -0.055 -0.40
C 1.541 0.022 1.173 -0.38
C 0.407 0.062 0.078 0.07
N -0.566 -0.926 0.381 -0.42
N -2.343 -0.357 -0.784 -0.53
I -3.600 0.763 0.220 0.32
H 0.748 3.502 0.297 0.21
H 0.465 2.989 -1.387 0.21
H 1.772 2.279 -0.402 0.20
H 2.886 -1.655 1.556 0.22
H 1.323 -1.489 2.717 0.22
H 1.258 -2.153 0.998 0.23
H 0.808 -1.337 -1.350 0.22
H 0.862 0.173 -2.114 0.21
H 2.206 -0.318 -1.162 0.20
H -3.277 -2.305 -0.151 0.19
H -3.826 -1.318 -1.482 0.20
H -2.304 -2.211 -1.547 0.20
H -0.863 1.401 -0.834 0.22
H -0.780 1.625 0.776 0.19
H 1.238 0.649 1.944 0.20
H 2.496 0.591 0.778 0.21
H -1.048 -0.630 1.215 0.33
```

Values from the calculation:
Energy relative to the best compared isomer or geometry (same formula, charge and spin) (kcal per mole): 67.1
HOMO (spin up / spin down) (eV): -8.47 / -8.46

The following is a DFT calculation (the ωB97M-V functional and the def2-TZVPD basis) of a 2-piece molecular cluster, C4H10N2O overall in a non-equilibrium geometry.

XYZ file:
```
17
Properties=species:S:1:pos:R:3:nbo_charge:R:1
N -1.925 -1.404 -1.724 -0.82
C -1.152 -0.372 -1.222 0.09
N 0.488 -0.343 -0.872 -0.69
C -0.540 -0.519 0.108 0.18
O -0.725 -1.744 0.759 -0.72
H -1.945 -1.516 -2.729 0.38
H -1.897 -2.257 -1.179 0.39
H -1.426 0.614 -1.573 0.20
H 0.914 -1.213 -1.182 0.35
H -0.514 0.312 0.819 0.19
H 0.076 -2.277 0.688 0.48
C 1.614 1.150 1.354 -0.43
C 1.359 2.445 1.393 -0.41
H 1.521 0.527 0.282 0.25
H 1.667 0.577 2.269 0.18
H 1.167 2.979 2.316 0.19
H 1.317 3.042 0.493 0.19
```

Values from the calculation:
Energy relative to the best compared isomer or geometry (same formula, charge and spin) (kcal per mole): 100.2
Structure (SMILES): N[C@@H]1N[C@@H]1O.C=C
HOMO (eV): -8.66

So what do the calculations give for M? Going down the list: 731.0, 121.2, 1150.4, 256.1, 102.1 g/mol.
So what do the calculations give for E? Going down the list: -6616.28620, -1004.25124, -4586.80158, -683.89902, -343.04177 Eh.